# 1
{
  "formula": "C38H57As2CsN6S3Si2",
  "method": "wB97M-V/def2-TZVPD",
  "species": ["Cs", "As", "As", "S", "S", "S", "Si", "Si", "N", "N", "N", "N", "N", "N", "C", "C", "C", "C", "C", "C", "C", "C", "C", "C", "C", "C", "C", "C", "C", "C", "C", "C", "C", "C", "C", "C", "C", "C", "C", "C", "C", "C", "C", "C", "C", "C", "C", "C", "C", "C", "C", "C", "H", "H", "H", "H", "H", "H", "H", "H", "H", "H", "H", "H", "H", "H", "H", "H", "H", "H", "H", "H", "H", "H", "H", "H", "H", "H", "H", "H", "H", "H", "H", "H", "H", "H", "H", "H", "H", "H", "H", "H", "H", "H", "H", "H", "H", "H", "H", "H", "H", "H", "H", "H", "H", "H", "H", "H", "H"],
  "positions_angstrom": [[0.261, 1.189, -0.139], [0.965, -4.474, 1.572], [-2.075, 2.139, -2.210], [0.744, 0.923, 5.670], [-3.321, 1.455, 0.472], [1.711, 3.258, 1.796], [1.840, -3.033, 3.230], [2.837, -4.838, 0.195], [1.673, -0.742, -1.772], [-0.772, 2.201, 3.889], [4.361, 3.131, 2.467], [-1.677, 0.303, 4.826], [3.707, 1.702, 0.811], [3.013, 1.051, -0.121], [3.767, -6.407, 0.759], [3.726, 0.324, -1.064], [-4.151, 4.276, -2.255], [-1.188, 4.238, -6.406], [-1.995, 2.993, 3.819], [-5.069, 3.581, 0.273], [-2.523, -0.080, 3.697], [-4.042, 2.820, -0.308], [5.220, 0.526, -1.229], [-5.629, 4.650, -0.405], [-3.952, -1.864, -3.925], [-0.357, 4.425, -5.308], [2.489, -1.372, 2.626], [0.432, -2.721, 4.466], [-3.955, -0.326, 4.155], [-5.178, 5.006, -1.671], [1.068, -1.543, -2.635], [-1.796, 3.020, -3.954], [-2.325, 3.451, -6.276], [3.772, -1.367, -2.876], [-3.599, 3.182, -1.604], [0.152, -3.071, 0.440], [3.092, -2.183, -3.724], [3.286, 2.628, 1.659], [-2.948, 0.549, -2.939], [-0.663, 3.817, -4.099], [1.677, -2.270, -3.648], [-1.923, 4.182, 4.777], [-2.188, -0.242, -3.800], [3.066, -0.570, -1.887], [-4.726, -1.075, -3.084], [-4.224, 0.121, -2.590], [4.123, -3.461, 0.080], [3.229, -3.978, 4.124], [2.153, -5.230, -1.525], [-0.622, 1.162, 4.731], [-2.682, -1.440, -4.290], [-2.625, 2.849, -5.064], [5.816, -0.234, -0.702], [-5.623, 5.844, -2.196], [4.843, 3.886, 1.983], [4.702, 1.520, 0.918], [-0.190, -3.509, -0.497], [4.119, -6.313, 1.790], [4.635, -6.596, 0.124], [0.531, 5.037, -5.404], [-1.103, 4.845, 4.497], [3.640, -2.782, -4.447], [2.986, -1.451, 1.656], [3.204, -0.944, 3.331], [3.956, 3.537, 3.298], [-2.979, 3.307, -7.129], [1.107, -2.900, -4.319], [3.568, -3.460, 5.023], [0.615, -1.806, 5.035], [2.856, -5.809, -2.129], [-4.822, 0.722, -1.916], [5.504, 0.493, -2.283], [0.082, 2.712, 3.686], [3.111, -7.279, 0.705], [-2.067, -2.050, -4.941], [-2.837, 2.361, 4.090], [4.576, -3.258, 1.054], [-4.337, -2.808, -4.294], [-2.504, 0.695, 2.932], [0.863, -2.281, 0.203], [4.086, -4.098, 3.457], [-2.136, 3.332, 2.792], [1.224, -5.803, -1.454], [4.920, -3.715, -0.622], [1.685, -0.644, 2.517], [2.885, -4.975, 4.413], [-0.009, 3.958, -3.244], [-6.427, 5.220, 0.062], [3.663, -2.535, -0.280], [-1.746, 3.829, 5.795], [-4.578, -0.577, 3.296], [4.853, -1.348, -2.923], [-0.507, -2.599, 3.920], [-4.360, 0.567, 4.634], [-2.133, -0.994, 3.238], [-0.946, 4.696, -7.357], [-3.514, 2.235, -4.970], [-0.710, -2.631, 0.944], [1.937, -4.302, -2.064], [-1.469, -0.452, 5.461], [0.300, -3.547, 5.169], [-3.779, 4.564, -3.233], [-1.193, 0.087, -4.084], [-0.013, -1.632, -2.499], [-5.718, -1.404, -2.799], [-2.856, 4.749, 4.761], [5.533, 1.509, -0.864], [-4.000, -1.146, 4.876], [-5.407, 3.316, 1.268]],
  "forces_ev_per_angstrom": [[-0.67, -0.58, 0.49], [0.10, 0.03, 0.14], [-0.64, 0.44, -0.60], [0.21, 0.01, 0.03], [-0.03, -0.21, 0.33], [0.09, 0.39, 0.20], [0.16, 0.16, 0.50], [0.67, -0.37, -0.54], [0.10, -0.23, -0.07], [0.11, 0.12, 0.02], [0.18, -0.04, 0.00], [0.03, -0.11, -0.03], [0.25, 0.17, 0.17], [-0.36, 0.55, 0.28], [-0.32, 0.20, 0.22], [0.50, -0.58, -0.41], [-0.01, -0.04, -0.13], [0.08, 0.01, 0.12], [-0.04, 0.15, -0.01], [0.05, 0.08, -0.14], [-0.24, -0.02, 0.02], [0.01, -0.02, -0.18], [-0.30, -0.04, 0.07], [-0.05, 0.01, 0.07], [-0.03, 0.02, -0.03], [-0.06, 0.07, -0.20], [-0.05, -0.28, -0.24], [0.12, -0.07, -0.20], [0.12, 0.04, -0.09], [-0.02, 0.04, -0.03], [0.15, 0.02, 0.00], [-0.05, 0.02, -0.32], [-0.05, 0.02, -0.12], [0.01, -0.28, -0.22], [-0.10, 0.12, 0.29], [-0.06, 0.19, -0.08], [0.06, 0.18, 0.09], [0.39, -0.27, -0.16], [0.06, -0.24, -0.16], [-0.04, -0.04, 0.20], [-0.19, -0.12, -0.19], [0.07, -0.16, -0.02], [0.03, 0.17, 0.11], [0.42, 0.50, 0.38], [0.04, -0.06, -0.05], [-0.07, 0.16, 0.08], [-0.38, 0.03, 0.17], [-0.19, 0.01, -0.26], [-0.11, 0.20, 0.25], [-0.20, -0.01, 0.04], [-0.01, -0.08, -0.05], [0.03, 0.02, 0.16], [0.11, 0.05, -0.01], [0.03, 0.01, 0.00], [-0.08, 0.05, -0.01], [0.02, -0.14, 0.00], [0.01, -0.03, 0.02], [0.01, -0.03, 0.00], [-0.01, 0.09, -0.07], [0.02, -0.02, 0.04], [-0.01, 0.03, 0.02], [0.00, 0.01, -0.01], [-0.04, 0.07, 0.02], [-0.04, -0.05, 0.11], [-0.03, -0.02, 0.05], [0.00, -0.02, 0.02], [-0.05, 0.00, 0.06], [-0.05, 0.08, -0.01], [0.05, 0.01, -0.03], [0.12, 0.03, 0.07], [0.02, -0.01, 0.02], [0.04, -0.04, 0.01], [0.11, -0.10, 0.03], [0.00, 0.00, 0.03], [0.02, 0.02, 0.01], [-0.02, 0.07, -0.12], [0.00, -0.01, 0.00], [0.00, 0.00, 0.00], [0.03, -0.09, 0.05], [0.01, 0.05, -0.08], [0.02, -0.02, 0.02], [-0.10, -0.10, -0.01], [0.01, 0.00, 0.02], [-0.04, -0.12, -0.05], [-0.06, 0.04, -0.01], [0.01, -0.01, 0.00], [0.05, -0.01, -0.05], [0.01, 0.00, 0.00], [0.05, 0.04, -0.01], [0.01, 0.04, 0.01], [-0.01, 0.01, 0.02], [0.00, 0.00, 0.03], [-0.03, 0.03, 0.01], [-0.03, 0.02, -0.02], [0.09, 0.02, -0.03], [-0.01, 0.01, 0.00], [0.01, -0.02, -0.04], [0.00, -0.07, 0.06], [-0.03, -0.01, -0.03], [0.02, 0.01, 0.07], [0.03, -0.07, -0.07], [-0.03, -0.02, 0.00], [0.03, -0.09, 0.00], [0.01, 0.00, -0.02], [0.00, 0.03, 0.02], [0.00, 0.02, -0.05], [0.03, 0.01, 0.00], [-0.01, -0.01, 0.00], [-0.03, -0.02, 0.00]],
  "mulliken_charge": [1.0505, -0.1229, 0.1530, -0.3966, -0.4098, -0.5166, 0.2828, 0.5261, 0.7956, 0.2932, -0.6849, -0.0266, -0.2295, -0.1436, -1.1388, 0.1142, -0.3381, -0.3686, -0.0569, -0.7805, 0.6916, 0.0405, -1.8802, -0.4798, -0.4449, -0.5995, -0.1171, -0.6916, -1.3667, -0.7768, -0.4283, -0.3966, -0.7115, -0.8797, 0.2507, -0.8501, -0.3887, -0.0479, 0.3589, -0.6949, -1.2966, -1.3432, -0.3628, 0.1001, -0.7486, 0.1154, -0.2847, -1.1080, -0.8848, -0.2467, -0.6697, 0.3116, 0.1899, 0.3594, 0.1887, 0.3468, 0.3795, 0.2817, 0.3251, 0.3789, 0.3165, 0.3213, -0.2463, 0.5545, 0.2821, 0.3612, 0.3383, 0.3744, 0.0718, 0.3673, 0.3971, 0.4660, 0.1098, 0.2808, 0.3848, 0.0892, 0.3993, 0.3530, -0.2359, -0.0594, 0.2675, 0.2403, 0.3297, 0.4126, -0.1133, 0.2935, 0.4233, 0.3323, -0.5894, 0.3091, 0.2955, 0.2428, 0.1141, 0.3322, -0.1036, 0.3481, 0.4884, 0.4708, 0.0038, 0.3881, 0.3711, 0.3691, 0.4637, 0.6386, 0.3799, 0.3952, 0.5577, 0.3736, 0.4176],
  "charge": -2,
  "relative_energy_ev": 0.8913,
  "e_tot_ha": -8076.04307,
  "lumo_energy_ev": 3.83,
  "largest_force_ev_per_a": 1.01,
  "multiplicity": 1,
  "gap_ev": 3.13
}

***

# 2
{
  "formula": "C10H38O9",
  "method": "wB97M-V/def2-TZVPD",
  "species": ["O", "O", "O", "O", "O", "O", "O", "O", "O", "C", "C", "C", "C", "C", "C", "C", "C", "C", "C", "H", "H", "H", "H", "H", "H", "H", "H", "H", "H", "H", "H", "H", "H", "H", "H", "H", "H", "H", "H", "H", "H", "H", "H", "H", "H", "H", "H", "H", "H", "H", "H", "H", "H", "H", "H", "H", "H"],
  "positions_angstrom": [[-1.297, 2.060, 0.486], [-1.029, -2.246, 2.024], [1.340, -1.236, -2.343], [2.420, 2.594, 3.064], [0.400, -0.046, -0.004], [2.931, -1.183, 3.180], [-2.397, -3.714, -2.555], [0.118, 1.873, -3.289], [0.909, 3.567, -0.791], [-1.441, -2.327, 3.385], [-2.803, -1.776, -1.109], [-1.179, 1.288, -3.263], [-3.269, -3.130, -1.603], [-2.612, 1.659, 0.841], [1.738, 0.268, 0.387], [2.980, 3.756, 3.661], [-1.322, 0.350, -4.426], [4.298, -0.794, 3.206], [1.165, -2.605, -2.594], [-0.743, -2.923, 3.982], [-1.355, 2.957, 0.147], [4.943, -1.662, 3.341], [0.283, -2.780, -3.229], [-1.927, 2.094, -3.280], [0.959, -3.187, -1.686], [-1.526, -1.340, 3.848], [-2.751, -3.598, -3.440], [4.584, -0.295, 2.275], [-2.576, 0.799, 1.508], [-3.221, 1.395, -0.029], [-3.305, -3.817, -0.750], [0.850, 3.678, 0.162], [-2.409, -2.821, 3.403], [2.127, 1.087, -0.219], [-0.824, -0.587, -4.189], [1.249, 4.405, -1.120], [-0.947, 0.831, -5.327], [1.652, 2.887, 2.567], [-2.388, 0.156, -4.572], [3.917, 3.493, 4.141], [-1.313, 0.722, -2.331], [2.319, -0.642, 0.263], [2.040, -3.021, -3.089], [-0.247, -1.687, 1.997], [-1.736, -1.742, -0.903], [-3.152, 2.437, 1.391], [2.571, -0.970, 2.314], [0.316, 2.273, -2.437], [-3.012, -1.030, -1.894], [0.801, -0.975, -1.583], [-0.126, 0.767, -0.030], [-3.408, -1.411, -0.279], [-4.290, -3.082, -1.994], [1.738, 0.588, 1.436], [4.460, -0.084, 4.018], [3.191, 4.541, 2.923], [2.305, 4.189, 4.407]],
  "forces_ev_per_angstrom": [[-0.09, 0.28, 0.16], [-0.14, 0.09, 0.34], [0.31, 0.15, 0.04], [0.13, 0.22, -0.04], [0.22, -0.37, -0.04], [-0.02, -0.11, 0.00], [0.20, -0.01, -0.17], [0.08, -0.04, -0.20], [-0.16, 0.04, 0.03], [0.22, -0.13, -0.11], [-0.51, 0.87, -1.10], [0.29, 0.37, 0.67], [-0.20, -0.39, 0.73], [-0.79, -0.10, 0.34], [-0.76, 0.32, 0.23], [-0.18, 0.37, -0.03], [-0.57, 0.17, 0.14], [-0.09, 0.24, -0.26], [-0.89, -0.53, 0.00], [-0.02, 0.02, -0.02], [0.14, -0.06, -0.28], [-0.02, -0.05, 0.06], [0.21, 0.00, -0.08], [-0.10, -0.14, -0.11], [0.26, 0.10, 0.02], [-0.09, 0.00, -0.03], [0.00, 0.11, 0.02], [0.04, -0.04, 0.05], [0.32, -0.11, -0.16], [0.20, -0.03, -0.08], [0.06, -0.03, -0.11], [0.10, -0.06, 0.06], [-0.05, 0.05, -0.01], [0.29, -0.17, -0.09], [0.24, -0.01, -0.34], [0.05, 0.02, -0.10], [0.18, -0.21, -0.08], [-0.08, -0.20, 0.04], [0.03, -0.15, -0.07], [0.00, -0.18, 0.02], [-0.07, 0.10, -0.01], [0.19, 0.10, -0.15], [0.11, 0.13, 0.00], [0.02, 0.03, -0.25], [-0.04, -0.15, 0.31], [0.20, 0.11, -0.08], [0.08, -0.05, 0.16], [-0.05, -0.02, 0.11], [0.30, -0.13, -0.03], [-0.05, 0.10, -0.07], [-0.06, 0.03, 0.12], [0.23, -0.35, 0.36], [0.02, 0.12, -0.01], [0.19, 0.00, -0.03], [0.00, -0.05, 0.08], [0.05, -0.13, -0.03], [0.08, -0.11, 0.06]],
  "mulliken_charge": [-0.3633, -0.3744, -0.4681, -0.3557, 0.0922, -0.4951, -0.4897, -0.5596, -0.5212, -0.6783, -0.3463, 0.4679, -0.6074, -0.7075, -0.7680, -0.6029, -1.0911, -0.5693, -0.5597, 0.2697, 0.2131, 0.2860, 0.1705, 0.3566, 0.2427, 0.2720, 0.2905, 0.2420, 0.1700, 0.2722, 0.2520, 0.2675, 0.2644, 0.3578, 0.1102, 0.2379, 0.3876, 0.1952, 0.3146, 0.1953, -0.2479, 0.4300, 0.3109, 0.2088, 0.0052, 0.3598, 0.2941, 0.2362, 0.1757, 0.3044, -0.0727, 0.3295, 0.3514, 0.1605, 0.2320, 0.2566, 0.2951],
  "smiles": "CCO.CCO.CO.CO.CO.CO.CO.CO.O",
  "charge": 0,
  "relative_energy_ev": 2.4357,
  "e_tot_ha": -1080.81678,
  "lumo_energy_ev": -0.27,
  "largest_force_ev_per_a": 1.49,
  "multiplicity": 1,
  "gap_ev": 8.97
}

***

# 3
{
  "formula": "C2H6ClOP",
  "method": "wB97M-V/def2-TZVPD",
  "species": ["Cl", "P", "O", "C", "C", "H", "H", "H", "H", "H", "H"],
  "positions_angstrom": [[-3.181, -0.221, -0.234], [-0.438, 0.171, 0.824], [-1.690, 0.619, -0.210], [0.698, 1.289, 0.039], [0.310, -1.378, 0.026], [0.456, 1.388, -1.124], [0.753, 2.200, 0.573], [1.797, 0.924, 0.203], [-0.608, -2.050, -0.020], [0.943, -1.227, -0.858], [0.960, -1.714, 0.780]],
  "forces_ev_per_angstrom": [[1.04, 0.28, 0.40], [0.27, -1.67, -0.07], [-0.85, -0.09, -0.78], [2.27, -0.19, -2.15], [-2.47, 0.70, 0.04], [0.67, -0.02, 2.57], [-0.45, 1.46, 0.02], [-1.96, 0.11, -0.57], [1.55, 0.31, -0.50], [-0.85, -0.05, -0.17], [0.77, -0.85, 1.20]],
  "mulliken_charge": [-0.0140, 0.2263, -0.2393, -0.8942, -0.9230, 0.2617, 0.3670, 0.3022, 0.2693, 0.3124, 0.3318],
  "smiles": "CP(C)OCl",
  "charge": 0,
  "relative_energy_ev": 3.4752,
  "e_tot_ha": -956.50879,
  "lumo_energy_ev": -0.05,
  "largest_force_ev_per_a": 3.13,
  "multiplicity": 1,
  "gap_ev": 9.00
}

***

Which formula does entry 2 have? C10H38O9

***

Which value of multiplicity does entry 2 give? 1